No. 1
{"formula": "C3H4BiO3", "method": "ωB97M-V with the def2-TZVPD basis set", "spin_multiplicity": 1, "orbital_gap_ev": [7.310, 7.312], "max_force_ha_per_bohr": 0.1199, "homo_ha": [-0.522, -0.522], "charge": 1, "de_lowest_kj_mol": 181.2, "symbols": ["O", "C", "O", "O", "C", "H", "C", "H", "H", "Bi", "H"], "positions_angstrom": [[0.34903, 0.91787, 0.54649], [0.99864, -0.27387, 0.75534], [0.38291, -1.33102, 0.38727], [2.10859, -0.21181, 1.25721], [-0.96564, 0.92235, 0.05688], [-1.74167, 0.92929, 0.83056], [-1.19096, 1.50490, -1.19962], [-0.31632, 1.87972, -1.74449], [-2.21762, 1.83118, -1.38969], [-1.12728, -1.40609, -0.84003], [-1.40527, 0.16945, -2.19997]], "mulliken_charge": [-0.30, 0.82, -0.48, -0.46, -0.22, 0.55, -0.80, 0.39, 0.38, 1.03, 0.10]}

***

No. 2
{"formula": "C23H37N2O2P3Pt", "method": "ωB97M-V with the def2-TZVPD basis set", "spin_multiplicity": 5, "s2": 6.07, "orbital_gap_ev": [6.716, 4.355], "max_force_ha_per_bohr": 0.1081, "homo_ha": [-0.693, -0.763], "charge": 4, "de_lowest_kj_mol": 165.2, "symbols": ["P", "C", "H", "H", "H", "C", "H", "H", "H", "C", "H", "H", "H", "P", "C", "H", "H", "H", "C", "H", "H", "H", "C", "H", "H", "H", "P", "C", "H", "H", "H", "C", "H", "H", "H", "C", "H", "H", "H", "Pt", "C", "O", "C", "O", "C", "C", "C", "C", "C", "C", "H", "H", "H", "H", "H", "H", "N", "C", "C", "C", "C", "C", "N", "C", "H", "H", "H", "H"], "positions_angstrom": [[0.37526, 0.90781, -2.57091], [-0.94549, 2.07658, -3.11333], [-0.88340, 2.24300, -4.18586], [-0.77265, 3.03735, -2.60623], [-1.93405, 1.63997, -2.91678], [1.76290, 1.96022, -3.14960], [2.68391, 1.38957, -3.28471], [1.93922, 2.76790, -2.42852], [1.45559, 2.40581, -4.10358], [0.08530, -0.29583, -3.93654], [0.22567, 0.24809, -4.87731], [-0.94528, -0.66672, -3.89219], [0.77433, -1.14366, -3.89277], [-0.74331, -2.87980, 0.34529], [-2.56479, -3.03361, 0.45302], [-2.73816, -4.05670, 0.80572], [-3.02076, -2.91051, -0.53291], [-3.00257, -2.32743, 1.16307], [-0.46224, -4.18093, -0.89295], [0.58109, -4.50337, -0.92131], [-0.77097, -3.84405, -1.88878], [-1.10260, -5.02031, -0.59314], [-0.32266, -3.57960, 1.97427], [-0.70244, -4.60754, 1.95740], [-0.83100, -3.02115, 2.76759], [0.75548, -3.58661, 2.15959], [1.26982, 1.17795, 2.18737], [0.11293, 2.07110, 3.30344], [0.68249, 2.72959, 3.95921], [-0.46538, 1.35488, 3.89951], [-0.54514, 2.71475, 2.70929], [2.19520, 0.36700, 3.56317], [2.29904, 1.10412, 4.36979], [3.18367, 0.02476, 3.24776], [1.62640, -0.48781, 3.94903], [2.27602, 2.65547, 1.75087], [2.66792, 3.07341, 2.68612], [1.62866, 3.39981, 1.27057], [3.10144, 2.40837, 1.07703], [-0.07706, -0.33782, 0.05335], [-1.56820, -0.46582, -1.07060], [-2.58272, -0.56674, -1.58792], [-1.02322, -0.41519, 1.66077], [-1.80987, -0.56258, 2.50362], [3.34937, -1.81827, 0.85798], [3.83993, -0.57912, 0.39699], [3.70743, -0.24754, -0.96773], [3.20237, -1.19070, -1.88672], [2.71339, -2.42553, -1.41197], [2.84073, -2.76940, -0.05056], [3.41557, -2.07362, 1.91808], [4.42773, 0.06503, 1.05244], [4.05553, 0.72752, -1.31747], [3.30124, -1.02865, -2.96094], [2.28841, -3.13970, -2.12080], [2.67195, -3.79409, 0.28204], [-5.23710, 3.22076, -2.53670], [-4.53473, 2.95559, -1.64209], [-3.78921, 2.62794, -0.46648], [-4.43268, 2.64819, 0.77039], [-3.69661, 2.32376, 1.89066], [-2.37739, 1.89371, 1.71155], [-1.82234, 1.81458, 0.55415], [-2.46505, 2.30370, -0.49948], [-5.48022, 2.88682, 0.87503], [-4.05670, 2.30379, 2.94521], [-1.91281, 1.57494, 2.64651], [-1.87716, 2.45655, -1.41104]], "mulliken_charge": [0.68, -1.67, 0.71, 0.40, 0.44, -1.42, 0.43, 0.38, 0.50, -1.25, 0.48, 0.39, 0.32, 0.43, -1.28, 0.59, 0.46, 0.27, -1.27, 0.36, 0.38, 0.50, -1.21, 0.50, 0.39, 0.34, 0.79, -1.32, 0.66, 0.47, 0.22, -1.34, 0.48, 0.39, 0.36, -1.33, 0.46, 0.41, 0.34, 3.31, -0.76, -0.29, -0.76, -0.25, -0.32, -0.56, -0.25, -0.61, -0.26, -0.66, 0.53, 0.68, 0.52, 0.67, 0.54, 0.69, -0.15, -0.30, 0.83, -0.68, -1.56, 0.06, 0.31, 0.36, 0.59, 0.50, 0.70, -0.29]}

***

No. 3
{"formula": "C6H9N", "method": "ωB97M-V with the def2-TZVPD basis set", "spin_multiplicity": 1, "orbital_gap_ev": 10.141, "smiles": "C/C=C\\C#N.C=C", "max_force_ha_per_bohr": 0.0523, "homo_ha": -0.346, "charge": 0, "de_lowest_kj_mol": 315.1, "symbols": ["C", "C", "C", "C", "C", "C", "N", "H", "H", "H", "H", "H", "H", "H", "H", "H"], "positions_angstrom": [[-0.27852, 1.23205, -1.36044], [-1.07560, -0.02275, -1.21065], [1.51897, -1.20064, 0.36129], [1.52757, -0.28145, 1.32512], [-1.69470, -0.43488, -0.09903], [-1.60154, 0.29334, 1.13426], [-1.49235, 0.87356, 2.13212], [-0.13878, 1.74238, -0.40372], [0.70594, 1.00336, -1.78216], [-0.78740, 1.91699, -2.05000], [-1.16020, -0.65473, -2.09320], [0.92767, -2.10734, 0.44863], [1.07174, -0.41904, 2.28673], [2.58682, -1.17789, 0.21644], [2.15131, 0.59782, 1.16839], [-2.26093, -1.36077, -0.07380]], "mulliken_charge": [-1.12, 0.05, -0.60, -0.53, -0.35, 0.20, -0.45, 0.30, 0.29, 0.36, 0.36, 0.25, 0.30, 0.32, 0.25, 0.37]}

***

No. 4
{"formula": "C27H35N3O3S", "method": "ωB97M-V with the def2-TZVPD basis set", "spin_multiplicity": 1, "orbital_gap_ev": 7.816, "max_force_ha_per_bohr": 0.3659, "homo_ha": -0.287, "charge": 0, "de_lowest_kj_mol": 2367.9, "symbols": ["C", "H", "O", "C", "C", "C", "C", "C", "C", "O", "C", "C", "H", "C", "N", "C", "N", "C", "C", "C", "C", "C", "C", "H", "H", "C", "H", "H", "H", "C", "H", "H", "H", "H", "H", "S", "C", "C", "H", "H", "C", "N", "C", "C", "O", "C", "C", "H", "H", "H", "H", "H", "H", "H", "H", "H", "H", "H", "H", "C", "H", "H", "H", "H", "H", "H", "H", "H", "H"], "positions_angstrom": [[-3.43517, -2.53007, 1.53105], [-4.06907, -1.77088, 1.67926], [-2.45951, -1.85937, 0.46918], [-1.52189, -2.71753, 0.00535], [-1.23508, -4.17006, 0.21141], [-0.20514, -4.72344, -0.13998], [0.59856, -4.14794, -0.92427], [0.37454, -2.68146, -1.56789], [-0.77330, -2.03984, -0.97865], [-0.78270, -0.84549, -1.35644], [0.16168, -0.40175, -2.17357], [0.88660, -1.62387, -2.40072], [1.88939, -2.02969, -3.01472], [0.32514, 0.86304, -2.76275], [0.31035, 1.81340, -1.91432], [1.21616, 1.91031, -0.70595], [2.28593, 0.81843, -0.77449], [3.33435, 0.81940, 0.08568], [3.86819, -0.30095, 0.32126], [4.85273, -0.57158, 1.28997], [5.59297, 0.47552, 1.50052], [5.13394, 1.84562, 1.34635], [4.13207, 2.07463, 0.45637], [3.80203, 3.00748, 0.27404], [5.83632, 2.77371, 1.25874], [6.93415, 0.31249, 2.44242], [6.59256, -0.37841, 3.38939], [7.62132, -0.18107, 1.92104], [7.23549, 1.21008, 2.78907], [5.30238, -2.04988, 1.64167], [6.28004, -2.13833, 1.16107], [4.53888, -2.76249, 1.03473], [5.30521, -2.07031, 2.67575], [3.15074, -1.38489, 0.04210], [1.95250, 0.02913, -1.23872], [1.31789, 3.38853, 0.30019], [-0.85735, 2.63756, -1.82015], [-1.89378, 1.94649, -0.47536], [-2.22463, 1.03832, -1.19359], [-1.49619, 1.81170, 0.28629], [-3.05211, 2.69250, -0.26685], [-4.27679, 2.16815, 0.61112], [-3.77931, 1.64703, 1.72005], [-4.94394, 1.09316, 2.52800], [-5.65888, 0.21799, 1.79890], [-5.80871, 0.46236, 0.56111], [-4.69115, 0.85510, -0.23791], [-4.99299, 1.12573, -1.22923], [-4.06323, 0.19789, -0.49323], [-6.58183, -0.28532, 0.19348], [-6.66186, 1.40158, 0.58892], [-4.56810, 0.91727, 3.43472], [-5.40462, 2.13791, 2.51663], [-3.13962, 2.45719, 2.27974], [-2.84634, 0.78649, 1.75638], [-3.57181, 3.17647, -1.14988], [-2.85607, 3.60866, 0.04721], [-1.38387, 2.81918, -2.58670], [-0.56909, 3.68606, -1.18902], [1.60775, 0.90875, -3.49899], [2.49084, 0.72241, -3.39875], [1.47910, 1.90666, -4.13882], [1.40846, 0.19194, -4.64879], [-0.78105, 0.89477, -3.24801], [1.56397, -4.64114, -1.47134], [0.08653, -5.72956, 0.14194], [-1.86640, -4.63655, 1.12042], [-2.88833, -2.69004, 2.48027], [-4.12878, -3.48915, 1.10733]], "mulliken_charge": [-0.47, -0.03, -0.31, 0.35, -0.53, -0.25, -0.91, -0.18, 0.67, -0.20, -0.43, -0.29, 0.13, 1.51, 0.54, -0.16, 0.57, 0.28, 0.52, 0.47, 0.73, -0.97, -0.77, 0.66, 0.23, -1.49, 0.23, 0.42, 0.49, -1.37, 0.33, 0.28, 0.43, -0.33, -0.38, -0.23, -2.05, 0.11, -0.25, 1.96, -2.26, -0.15, 0.19, -1.24, -0.34, -0.70, -0.68, 0.52, 0.36, 0.36, 0.34, 0.54, 0.41, 0.46, -0.15, 0.39, 0.89, 0.74, 0.20, -2.06, 0.57, 0.30, 0.29, 0.45, 0.14, 0.39, 0.15, 0.33, 0.26]}

***

No. 5
{"formula": "C5H7NO2", "method": "ωB97M-V with the def2-TZVPD basis set", "spin_multiplicity": 3, "s2": 2.02, "orbital_gap_ev": [6.802, 7.442], "max_force_ha_per_bohr": 0.1139, "homo_ha": [-0.219, -0.313], "charge": 0, "de_lowest_kj_mol": 358.1, "symbols": ["C", "C", "C", "C", "C", "N", "O", "O", "H", "H", "H", "H", "H", "H", "H"], "positions_angstrom": [[-2.36485, -0.65732, -0.91625], [-0.84743, -0.14883, 0.65569], [-0.19613, -0.47500, -0.97147], [-0.20380, 0.10935, 1.92014], [1.14704, -0.25652, -1.60088], [-2.12340, -0.40193, 0.45136], [-2.99794, -0.57589, 1.29644], [-1.29251, -0.56455, -1.67882], [-3.31076, -0.74814, -1.22236], [0.81029, 0.08037, 1.91061], [-0.38443, 1.11748, 2.30514], [-0.50676, -0.48333, 2.74340], [1.26544, -0.83666, -2.48208], [1.41396, 0.80068, -1.44665], [1.91423, -0.77179, -0.95373]], "mulliken_charge": [-0.41, 0.61, 0.27, -1.38, -1.05, 0.57, -0.76, -0.39, 0.56, 0.39, 0.31, 0.35, 0.36, 0.27, 0.31]}

***

Question: Look up the charge of the third one.
Answer: 0

***

Question: The highest charge belongs to which entry?
Answer: C23H37N2O2P3Pt